1.
A structure of composition C34H38MnN6O6P2 in a non-equilibrium geometry, computed with the ωB97M-V functional and the def2-TZVPD basis.

Geometry as XYZ:
```
87
Properties=species:S:1:pos:R:3:mulliken_charge:R:1
Mn -0.3273 -1.7466 -3.7393 0.524
C -0.4738 3.8170 -0.3274 -0.524
C -1.3041 3.3279 -1.2617 -0.585
C -0.9408 2.9794 -2.6742 -0.573
C 0.3469 2.1298 -2.8323 1.257
C 1.5904 2.8466 -3.2495 -0.547
C 1.8836 4.1261 -2.9485 -0.541
C 1.1395 4.9948 -1.9686 -0.972
C 0.8932 4.4047 -0.5651 -0.624
C 1.5078 -2.5832 -2.9544 -1.275
H -0.8006 3.8249 0.7270 0.425
H -2.3609 3.1643 -1.0104 0.449
H -0.8946 3.8276 -3.3644 0.474
H -1.7762 2.3634 -3.0376 0.112
H 0.5063 1.5103 -1.9330 0.381
H 0.1528 1.3941 -3.6375 -1.014
H 2.2983 2.2321 -3.8290 0.353
H 2.6970 4.6437 -3.4669 0.393
H 0.1984 5.3473 -2.4062 0.340
H 1.7443 5.8996 -1.8179 0.438
H 1.6991 3.6956 -0.2949 0.274
H 0.9780 5.2339 0.1622 0.456
H 2.0882 -1.7765 -2.4681 0.338
H 2.2176 -3.2512 -3.4768 0.446
H 0.9003 -3.1540 -2.2197 0.274
P 1.2831 -1.6225 -5.5213 0.848
P -2.6296 -0.4250 -5.6856 -0.063
N 2.5145 -0.4073 -5.9310 0.623
N 1.8514 -2.7981 -6.8579 0.459
N -2.3562 0.8734 -6.9177 0.612
N -3.9547 -1.0984 -6.7895 0.250
C -0.0227 -0.8189 -6.4443 -1.233
C -1.3446 -1.5547 -6.2284 -1.746
C 3.7380 -0.2871 -5.2736 -0.670
C 4.5804 0.5145 -6.0403 -0.680
C 3.8759 0.8702 -7.2220 -0.788
C 2.6195 0.2855 -7.1410 -0.185
C 2.4190 -4.0473 -6.6348 -0.379
C 2.8459 -4.5803 -7.8516 -0.659
C 2.5336 -3.6203 -8.8629 -0.639
C 1.9262 -2.5458 -8.2253 -0.298
C -2.9758 2.1216 -6.7485 -0.794
C -2.6276 2.9402 -7.8111 -0.619
C -1.8213 2.1708 -8.7112 -0.768
C -1.7061 0.9055 -8.1542 -0.274
C -4.7219 -0.4822 -7.7844 -0.300
C -5.4164 -1.4577 -8.4960 -0.623
C -5.0812 -2.7201 -7.9143 -0.595
C -4.1824 -2.4700 -6.8870 -0.437
H 0.2275 -0.8658 -7.5091 -0.481
H -0.0351 0.2558 -6.1843 1.197
H -1.6253 -2.0193 -7.1806 0.662
H -1.2811 -2.3507 -5.4388 1.510
H 3.8759 -0.7847 -4.3291 0.417
H 5.5909 0.8040 -5.7914 0.436
H 4.2313 1.4536 -8.0569 0.473
H 1.8024 0.3183 -7.8381 0.357
H 2.4561 -4.4455 -5.6292 0.353
H 3.3393 -5.5291 -8.0012 0.420
H 2.7436 -3.6925 -9.9184 0.432
H 1.5379 -1.6346 -8.6578 0.253
H -3.6083 2.2798 -5.8931 0.476
H -2.9183 3.9742 -7.9279 0.460
H -1.4016 2.5062 -9.6478 0.478
H -1.1698 0.0519 -8.5449 0.478
H -4.6946 0.5840 -7.9354 0.392
H -6.0706 -1.2815 -9.3320 0.438
H -5.4479 -3.6875 -8.2094 0.443
H -3.6506 -3.1440 -6.2348 0.387
O -0.6073 -3.6154 -0.3885 -0.700
C -0.6654 -2.3694 -0.4310 0.237
O -0.6336 -1.6039 -1.4670 -0.594
C -0.7724 -1.7548 1.0015 -0.003
C -1.0690 -0.3944 1.2150 -0.278
C -1.1745 0.1294 2.5310 -0.144
C -0.8971 -0.6577 3.6586 -0.202
C -0.6633 -2.0269 3.4630 -0.137
C -0.6025 -2.5710 2.1480 -0.485
N -0.4736 -2.8330 4.6457 0.971
O -0.6215 -2.2527 5.7476 -0.586
O -0.1801 -4.0405 4.5523 -0.582
N -1.6535 1.4784 2.7202 0.989
O -2.1754 2.0631 1.7442 -0.564
O -1.5415 2.0088 3.8436 -0.587
H -1.2406 0.2789 0.3777 0.632
H -0.9012 -0.2390 4.6632 0.578
H -0.4225 -3.6393 2.0387 0.548
```

The spin multiplicity is 6. The value obtained for the frontier orbital gap (alpha / beta) is 6.1 / 6.9 eV. Its electronic energy is -106985.630 eV. The energy relative to the best compared isomer or geometry (same formula, charge and spin) comes out at 3.046 eV. For the strongest force on any atom, the calculation gives 6.092 eV/Å. For the highest occupied orbital energy (alpha / beta), the calculation gives -0.2853 / -0.3243 Ha.



2.
A structure of composition C17H33Li3O7 in a non-equilibrium geometry, computed with the ωB97M-V functional and the def2-TZVPD basis.

Geometry as XYZ:
```
60
Properties=species:S:1:pos:R:3:mulliken_charge:R:1
Li 2.3594 -1.2273 0.3270 0.645
Li -0.0447 -2.2330 -1.9567 0.521
Li 0.7446 -3.5975 0.8623 0.331
O -1.2226 0.0475 1.7132 -0.469
C -0.2829 -0.7676 1.3986 0.914
O 0.8738 -0.4361 1.3778 -0.543
O -0.5118 -1.8961 0.9579 -0.837
H -0.5991 0.7760 1.6676 0.210
C -4.2204 -4.3776 -0.3255 -0.539
C -4.4580 -5.7118 -1.0392 -0.473
C -3.1703 -6.3114 -1.4688 -0.439
O -2.2802 -5.1538 -1.2930 -0.383
C -2.7453 -4.3449 -0.2391 -0.088
H -4.6780 -4.3254 0.6625 0.348
H -4.5445 -3.5417 -0.9453 0.192
H -5.0402 -5.4986 -1.9357 0.243
H -5.0378 -6.4381 -0.4696 0.312
H -3.0346 -6.7953 -2.4361 0.296
H -2.8083 -7.0396 -0.7430 0.236
H -2.4574 -3.2986 -0.3416 0.160
H -2.3602 -4.7412 0.7004 0.189
C -2.5491 1.2171 -2.6100 -0.589
C -1.3267 2.0930 -2.4830 -0.203
C -0.1057 1.1247 -2.4966 -0.192
O -0.6551 -0.1247 -2.2756 -0.110
C -1.9845 0.0173 -1.8920 -0.307
H -2.9074 0.9713 -3.6097 0.258
H -3.4424 1.5753 -2.0983 0.347
H -1.3762 2.9168 -1.7711 -0.106
H -1.1223 2.6654 -3.3878 0.453
H 0.5594 1.3102 -1.6532 -0.126
H 0.2469 1.1057 -3.5278 0.363
H -1.9965 0.1024 -0.8054 0.107
H -2.4348 -0.9454 -2.1338 0.428
C 3.5990 1.5611 2.3208 0.121
C 3.9881 0.3906 3.1270 -0.697
C 4.4390 -0.6658 2.1007 -0.503
O 4.0934 -0.2424 0.8048 -0.772
C 4.1968 1.1668 0.9365 -0.507
H 3.8362 2.5256 2.7698 0.556
H 2.5135 1.5668 2.2216 -0.271
H 3.0698 0.2385 3.6942 0.297
H 4.8607 0.5716 3.7546 0.342
H 4.0919 -1.6932 2.2101 0.247
H 5.5083 -0.8204 1.9566 0.371
H 3.6503 1.6663 0.1365 0.217
H 5.2666 1.3355 0.8141 0.353
C -0.0688 4.6305 0.5504 -0.833
C 1.3284 5.2263 0.8036 -0.827
C 2.2088 4.1204 0.1678 -0.279
O 1.3566 2.9733 0.1539 -0.093
C 0.0921 3.0859 0.7340 -0.322
H -0.3683 4.7633 -0.4892 0.243
H -0.8351 5.0786 1.1829 0.471
H 1.5546 5.4188 1.8523 0.291
H 1.3839 6.2134 0.3445 0.394
H 3.0371 4.0470 0.8726 0.168
H 2.4921 4.5097 -0.8101 0.290
H 0.0071 2.7487 1.7671 0.376
H -0.6889 2.4662 0.2934 0.216
```

As for the net charge: +1. The spin multiplicity is 2. The value obtained for the frontier orbital gap (alpha / beta) is 4.9 / 8.3 eV. Its electronic energy is -33104.323 eV. For the strongest force on any atom, the calculation gives 6.292 eV/Å. For the highest occupied orbital energy (alpha / beta), the calculation gives -0.2902 / -0.4437 Ha.



3.
A structure of composition C15H20BCaF3N6O2Se2 in a non-equilibrium geometry, computed with the ωB97M-V functional and the def2-TZVPD basis.

Geometry as XYZ:
```
50
Properties=species:S:1:pos:R:3:mulliken_charge:R:1
Ca 0.2940 0.0109 0.1122 2.261
C -1.0348 -1.0356 4.2740 -1.022
C -0.1456 -1.0042 3.1611 -0.205
N -0.6021 -0.1700 2.2480 -0.206
N -1.8060 0.3156 2.6937 0.038
C -2.0308 -0.1592 3.9084 -0.229
B -2.5424 1.3839 1.8211 0.038
N -2.9148 0.6483 0.4485 0.129
C -4.1550 0.2963 0.1545 -0.228
C -4.1752 -0.9596 -0.4634 -0.975
C -2.8408 -1.3279 -0.5505 -0.414
N -2.0300 -0.3098 -0.1287 -0.367
N -1.4658 2.5163 1.4078 0.156
C -1.6297 3.8470 1.7854 -0.298
C -0.4241 4.5373 1.5725 -0.996
C 0.4048 3.5756 0.9170 -0.248
N -0.2011 2.3991 0.8162 -0.330
H -0.9317 -1.5943 5.1837 0.415
H 0.6471 -1.7139 2.9470 0.375
H -2.9086 0.1041 4.4554 0.446
H -3.4002 1.8828 2.4638 -0.133
H -5.0012 0.8537 0.5276 0.429
H -5.0203 -1.5048 -0.7934 0.423
H -2.4057 -2.2570 -0.9404 0.424
H -2.5558 4.2187 2.1715 0.414
H -0.1052 5.5261 1.8797 0.378
H 1.4017 3.7682 0.4944 0.421
C 0.5461 -3.9706 -2.3171 -0.975
Se 0.3086 -2.3391 -3.2642 0.023
C 2.1892 -1.7843 -3.2563 -0.239
C 2.3272 -0.3676 -3.6910 -0.818
Se 0.7934 0.7611 -3.1109 0.125
C 1.8249 2.4050 -2.8989 -1.062
H 0.7265 -3.7953 -1.2672 0.252
H 1.3504 -4.5741 -2.7429 0.353
H -0.4257 -4.5087 -2.4251 0.336
H 2.8317 -2.4295 -3.8657 0.481
H 2.4666 -1.8796 -2.1657 -0.216
H 2.3020 -0.3181 -4.8073 0.390
H 3.2965 0.0830 -3.3712 0.391
H 2.2697 2.7114 -3.8252 0.388
H 2.5613 2.3177 -2.1078 0.331
H 1.1133 3.1754 -2.5676 0.328
F 3.0417 -0.4077 2.1794 -0.232
C 3.4119 -0.8666 0.8960 0.673
F 2.9003 0.2258 0.0825 -0.220
F 4.7254 -0.8820 0.7360 -0.213
C 2.5732 -2.1760 0.4993 0.312
O 3.1519 -3.2396 0.4038 -0.628
O 1.2930 -1.9885 0.3202 -0.477
```

The spin multiplicity is 1. The value obtained for the frontier orbital gap is 8.7 eV. Its electronic energy is -186879.634 eV. The energy relative to the best compared isomer or geometry (same formula, charge and spin) comes out at 0.081 eV. For the strongest force on any atom, the calculation gives 2.792 eV/Å. For the highest occupied orbital energy, the calculation gives -0.3070 Ha.



Copy entry 3 word for word.
A structure of composition C15H20BCaF3N6O2Se2 in a non-equilibrium geometry, computed with the ωB97M-V functional and the def2-TZVPD basis.

Geometry as XYZ:
```
50
Properties=species:S:1:pos:R:3:mulliken_charge:R:1
Ca 0.2940 0.0109 0.1122 2.261
C -1.0348 -1.0356 4.2740 -1.022
C -0.1456 -1.0042 3.1611 -0.205
N -0.6021 -0.1700 2.2480 -0.206
N -1.8060 0.3156 2.6937 0.038
C -2.0308 -0.1592 3.9084 -0.229
B -2.5424 1.3839 1.8211 0.038
N -2.9148 0.6483 0.4485 0.129
C -4.1550 0.2963 0.1545 -0.228
C -4.1752 -0.9596 -0.4634 -0.975
C -2.8408 -1.3279 -0.5505 -0.414
N -2.0300 -0.3098 -0.1287 -0.367
N -1.4658 2.5163 1.4078 0.156
C -1.6297 3.8470 1.7854 -0.298
C -0.4241 4.5373 1.5725 -0.996
C 0.4048 3.5756 0.9170 -0.248
N -0.2011 2.3991 0.8162 -0.330
H -0.9317 -1.5943 5.1837 0.415
H 0.6471 -1.7139 2.9470 0.375
H -2.9086 0.1041 4.4554 0.446
H -3.4002 1.8828 2.4638 -0.133
H -5.0012 0.8537 0.5276 0.429
H -5.0203 -1.5048 -0.7934 0.423
H -2.4057 -2.2570 -0.9404 0.424
H -2.5558 4.2187 2.1715 0.414
H -0.1052 5.5261 1.8797 0.378
H 1.4017 3.7682 0.4944 0.421
C 0.5461 -3.9706 -2.3171 -0.975
Se 0.3086 -2.3391 -3.2642 0.023
C 2.1892 -1.7843 -3.2563 -0.239
C 2.3272 -0.3676 -3.6910 -0.818
Se 0.7934 0.7611 -3.1109 0.125
C 1.8249 2.4050 -2.8989 -1.062
H 0.7265 -3.7953 -1.2672 0.252
H 1.3504 -4.5741 -2.7429 0.353
H -0.4257 -4.5087 -2.4251 0.336
H 2.8317 -2.4295 -3.8657 0.481
H 2.4666 -1.8796 -2.1657 -0.216
H 2.3020 -0.3181 -4.8073 0.390
H 3.2965 0.0830 -3.3712 0.391
H 2.2697 2.7114 -3.8252 0.388
H 2.5613 2.3177 -2.1078 0.331
H 1.1133 3.1754 -2.5676 0.328
F 3.0417 -0.4077 2.1794 -0.232
C 3.4119 -0.8666 0.8960 0.673
F 2.9003 0.2258 0.0825 -0.220
F 4.7254 -0.8820 0.7360 -0.213
C 2.5732 -2.1760 0.4993 0.312
O 3.1519 -3.2396 0.4038 -0.628
O 1.2930 -1.9885 0.3202 -0.477
```

The spin multiplicity is 1. The value obtained for the frontier orbital gap is 8.7 eV. Its electronic energy is -186879.634 eV. The energy relative to the best compared isomer or geometry (same formula, charge and spin) comes out at 0.081 eV. For the strongest force on any atom, the calculation gives 2.792 eV/Å. For the highest occupied orbital energy, the calculation gives -0.3070 Ha.



- Number 3 is which compound?
  C15H20BCaF3N6O2Se2



- What is the formula in the third record?
  C15H20BCaF3N6O2Se2



- What is the electronic energy in the first record?
  -106985.630 eV